# 1
52
Properties=species:S:1:pos:R:3:lowdin_spin:R:1 method="wB97M-V/def2-TZVPD" total_charge=+2 max_force_ev_per_a=1.6 gap_ev="7.2107 / 8.8084" lumo_ha="-0.2516 / -0.1937" relative_energy_kj_mol=0.00 multiplicity=7
Eu 0.41163 -1.08660 -0.09105 6.079
C -2.47276 -3.75967 -0.26225 -0.001
C -1.30431 -4.66429 0.11540 -0.001
S 0.31884 -4.00666 -0.41966 -0.007
C 1.40548 -4.30057 1.02725 0.001
C 0.88209 -3.93747 2.41029 0.000
S 0.16381 -2.26088 2.62169 -0.009
C -1.62827 -2.61071 2.85722 0.000
C -2.58827 -1.86953 1.93902 0.000
S -2.33698 -1.98449 0.13295 -0.007
H -3.39100 -4.12227 0.20016 0.000
H -2.62216 -3.76446 -1.34200 0.000
H -1.43914 -5.62221 -0.38512 0.000
H -1.25787 -4.84785 1.18377 0.000
H 2.29721 -3.72266 0.78173 0.000
H 1.68230 -5.35474 1.02807 0.000
H 1.72258 -3.97582 3.10310 0.000
H 0.14116 -4.64651 2.77293 0.000
H -1.84955 -2.31227 3.88162 0.000
H -1.76452 -3.68651 2.79406 0.000
H -2.55455 -0.79542 2.12711 0.000
H -3.60434 -2.20843 2.14319 0.000
O 0.74401 -0.94315 -2.12128 -0.021
N 1.91817 -0.68746 -2.72417 0.001
C 1.90396 -0.42590 -4.04821 0.000
C 3.05964 -0.15681 -4.72481 0.000
C 4.26625 -0.15595 -4.02182 0.000
C 4.26163 -0.42627 -2.67213 -0.001
C 3.06782 -0.70388 -2.00107 -0.001
S 3.04782 -1.06867 -0.30740 -0.022
H 0.92856 -0.44860 -4.51063 0.000
H 3.02052 0.04434 -5.78468 0.000
H 5.19576 0.05406 -4.53294 0.000
H 5.17083 -0.43806 -2.08981 0.000
N -0.13933 1.05264 0.62982 -0.011
C -0.24884 2.20103 0.82147 0.002
N -0.35253 3.45905 1.04029 0.000
C 0.53005 4.42976 0.33695 0.000
C -0.23091 5.73692 0.12344 0.000
C -1.67629 5.45117 -0.28765 0.000
C -2.44893 4.71618 0.83058 0.000
C -1.48600 4.02771 1.79910 0.000
H 0.81809 3.99316 -0.61980 0.000
H 1.43390 4.58725 0.92763 0.000
H 0.28156 6.30808 -0.64929 0.000
H -0.20823 6.34182 1.03077 0.000
H -1.66632 4.84196 -1.19498 0.000
H -2.17896 6.38222 -0.54096 0.000
H -3.11992 3.97627 0.39261 0.000
H -3.06434 5.40964 1.40381 0.000
H -1.97338 3.24028 2.36989 0.000
H -1.06600 4.74127 2.50578 0.000

# 2
99
Properties=species:S:1:pos:R:3:lowdin_spin:R:1 method="wB97M-V/def2-TZVPD" total_charge=0 max_force_ev_per_a=1.5 gap_ev="5.2631 / 5.4428" lumo_ha="-0.0448 / -0.0454" relative_energy_kj_mol=429.39 multiplicity=6
Mn -0.33872 -0.46225 -0.09803 4.657
N -0.25565 -1.69021 -4.42184 0.005
C -0.28262 -1.80616 -3.05900 0.008
S -1.80288 -1.54271 -2.27362 0.034
N 0.85815 -2.14242 -2.50124 0.004
N 0.75372 -2.08131 -1.14403 0.035
C 1.40980 -2.87292 -0.38207 0.009
C 2.30882 -3.92876 -0.90488 0.001
C 3.67997 -3.89109 -0.67383 0.001
C 4.50190 -4.88157 -1.18993 0.000
C 3.95923 -5.91620 -1.93709 0.000
C 2.59283 -5.95205 -2.17804 0.000
C 1.77148 -4.96033 -1.66993 0.000
C 1.17138 -2.68250 1.09772 0.006
C 1.98349 -3.34775 2.00126 0.011
C 2.08691 -3.15358 3.40434 0.002
C 1.50915 -2.20078 4.16626 0.014
C 0.58898 -1.15509 3.61584 0.005
N 0.16666 -1.82976 1.29888 0.017
H -1.13694 -1.74979 -4.89793 0.001
H 0.56355 -2.05389 -4.88176 0.000
H 4.10202 -3.07417 -0.10373 0.000
H 5.56779 -4.84287 -1.00923 0.000
H 4.60104 -6.69117 -2.33546 0.000
H 2.16684 -6.75327 -2.76706 0.000
H 0.70700 -4.97471 -1.86458 0.000
H 2.64877 -4.08274 1.57636 0.001
H 2.72709 -3.86256 3.91867 0.000
H 1.66891 -2.18561 5.23623 0.001
H -0.12195 -0.87403 4.37658 0.001
O -0.88302 1.12253 1.48613 0.036
P -1.62487 2.39359 1.70067 0.006
C -1.46331 3.47548 0.23559 0.001
P -1.61160 2.52079 -1.31045 0.007
O -0.76907 1.29267 -1.26734 0.034
C -3.37813 2.23508 -1.46983 0.001
C -3.91648 1.00480 -1.11396 0.001
C -5.29038 0.81924 -1.14492 0.000
C -6.12327 1.85735 -1.53170 0.000
C -5.58764 3.08679 -1.89489 0.000
C -4.21715 3.27527 -1.86623 0.000
C -1.11211 3.58663 -2.66217 0.001
C -1.05784 4.97340 -2.57678 0.000
C -0.67004 5.72004 -3.67940 0.000
C -0.33611 5.07824 -4.86262 0.000
C -0.38428 3.69362 -4.94735 0.000
C -0.77027 2.94263 -3.85049 0.000
C -3.36933 2.11971 2.01161 0.000
C -3.74071 0.81853 2.34062 0.000
C -5.07366 0.52649 2.58668 0.000
C -6.02943 1.52564 2.50203 0.000
C -5.66139 2.82504 2.17647 0.000
C -4.33110 3.12457 1.93680 0.000
C -0.91692 3.33469 3.05653 0.001
C 0.47328 3.46576 3.05870 0.000
C 1.10301 4.15315 4.08113 0.000
C 0.34862 4.71062 5.10678 0.000
C -1.03016 4.57458 5.11118 0.000
C -1.66551 3.88599 4.08743 0.001
H -0.45930 3.90927 0.28121 0.000
H -2.19760 4.28252 0.27090 0.000
H -3.26244 0.19038 -0.82828 0.002
H -5.70506 -0.14222 -0.87441 0.000
H -7.19438 1.70662 -1.56207 0.000
H -6.23766 3.89313 -2.20772 0.000
H -3.80187 4.23060 -2.16635 0.000
H -1.30947 5.47967 -1.65314 0.000
H -0.62284 6.79826 -3.61297 0.000
H -0.03002 5.65987 -5.72182 0.000
H -0.11283 3.19657 -5.86849 0.000
H -0.79365 1.86056 -3.90242 0.000
H -2.98278 0.04585 2.39737 0.000
H -5.36302 -0.48461 2.83911 0.000
H -7.06965 1.29363 2.68897 0.000
H -6.41111 3.60152 2.10760 0.000
H -4.05104 4.13819 1.67460 0.000
H 1.05931 2.99833 2.27329 0.000
H 2.18175 4.24557 4.08705 0.000
H 0.84152 5.24253 5.90913 0.000
H -1.61319 4.99002 5.92138 0.000
H -2.73926 3.75200 4.11439 0.000
O 6.12116 1.99339 3.67632 0.001
N 5.20338 2.09098 4.46408 0.000
O 5.24409 2.68595 5.52118 0.001
C 3.93832 1.43418 4.10799 0.003
C 3.81467 0.82254 2.87486 0.000
C 2.61899 0.20889 2.54901 0.004
C 1.55344 0.04494 3.46870 0.005
O -0.28608 -1.59818 2.59725 0.009
C 1.69475 0.88906 4.60048 0.003
C 2.85912 1.53524 4.95922 0.001
N 0.54770 1.22350 5.51257 0.001
O 0.82832 1.67572 6.59859 0.002
O -0.58573 1.05492 5.12196 0.000
N 2.56464 -0.09200 1.10553 0.017
O 1.59607 0.38431 0.49317 -0.007
O 3.51624 -0.62256 0.57442 0.051
H 4.62082 0.85798 2.15714 0.000
H 2.91216 2.11972 5.86404 0.000

# 3
91
Properties=species:S:1:pos:R:3:mulliken_charge:R:1 method="wB97M-V/def2-TZVPD" total_charge=+1 max_force_ev_per_a=3.1 gap_ev=5.8496 lumo_ha=-0.1675
C -2.45141 2.18801 0.00056 -0.835
C -1.92119 1.13024 -0.79621 -0.446
C -0.42739 0.98770 -1.25069 0.314
C 0.72922 1.21392 -0.20941 -0.663
C 0.71473 2.79095 0.03541 -0.442
C 0.33507 3.19001 -1.45125 0.291
N 0.51399 4.42903 -2.17229 -0.517
C -0.27864 5.30074 -1.70942 0.604
O -0.79311 6.25240 -1.35163 -0.257
N -0.21886 2.20928 -2.10173 0.122
H -2.58098 2.13663 1.11882 0.244
H -2.78136 3.13588 -0.51881 0.287
H -2.65415 0.33414 -1.13604 0.436
H -0.18629 0.00639 -1.72900 0.467
H 0.84286 0.51856 0.67634 0.472
H 1.68581 1.09795 -0.81197 0.106
H 1.68060 3.25889 0.36367 0.430
H -0.04261 2.91641 0.85003 0.248
H -0.53874 2.11992 -3.07393 0.085
C -0.16912 2.11634 4.00478 -0.480
O -1.52763 1.71428 3.94983 -0.326
C -1.71505 0.32768 4.24867 -0.497
C -2.47835 0.16609 5.55722 -0.322
N -1.65183 0.55657 6.69683 -0.320
C -2.39424 0.65239 7.95452 -0.675
C -3.46852 1.74418 8.05339 -0.478
O -2.95014 3.06746 8.03598 -0.426
C -2.76375 3.61200 6.74055 -0.514
H -0.10902 3.14936 3.65682 0.258
H 0.20949 2.07832 5.02963 0.332
H 0.44952 1.49013 3.35284 0.049
H -0.76834 -0.22095 4.26661 0.156
H -2.32298 -0.08777 3.43830 0.393
H -2.77746 -0.88048 5.67055 0.424
H -3.38479 0.77915 5.49356 0.189
H -1.23176 1.45779 6.50428 0.071
H -1.65642 0.84358 8.73888 0.373
H -2.84881 -0.31708 8.17882 0.393
H -3.94766 1.63114 9.03047 0.356
H -4.26625 1.62198 7.31328 0.338
H -3.48959 3.23026 6.01820 0.265
H -1.74473 3.42322 6.39309 0.143
H -2.88631 4.69443 6.81196 0.334
C 3.69001 -5.16033 3.88511 -0.725
O 4.68660 -4.24435 3.45840 -0.339
C 5.35952 -4.66086 2.27048 -0.829
C 5.03353 -3.71453 1.12175 -0.149
N 3.64442 -3.87143 0.69170 -0.299
C 3.19969 -2.83644 -0.23680 -1.011
C 3.12505 -1.39976 0.29965 -0.140
O 2.12654 -1.20584 1.29756 -0.282
C 2.56032 -1.49650 2.62253 -0.643
H 3.31134 -4.82017 4.84956 0.242
H 2.85475 -5.18687 3.17816 0.308
H 4.10651 -6.16340 4.00810 0.348
H 5.13409 -5.69936 2.01140 0.408
H 6.43187 -4.59751 2.47863 0.398
H 5.69813 -3.92962 0.27935 0.389
H 5.23121 -2.69246 1.46524 0.169
H 3.04407 -3.84963 1.50723 0.060
H 2.19407 -3.12004 -0.56337 0.445
H 3.83628 -2.85234 -1.12649 0.409
H 2.82818 -0.76213 -0.53992 0.126
H 4.09587 -1.02109 0.63353 0.364
H 3.62336 -1.29506 2.76766 0.355
H 2.33062 -2.53236 2.87642 0.170
H 1.99293 -0.86242 3.30730 0.227
C 0.58659 0.41171 -9.21386 -0.725
O -0.77366 0.01325 -9.27305 -0.343
C -0.96556 -1.37180 -8.98570 -0.789
C -1.73270 -1.53706 -7.67975 -0.197
N -0.90648 -1.15502 -6.53443 -0.322
C -1.65156 -1.06163 -5.28224 -0.579
C -2.72184 0.03478 -5.18273 -0.594
O -2.19619 1.35887 -5.19282 -0.372
C -2.00218 1.90685 -6.49311 -0.658
H 0.64916 1.44609 -9.55362 0.242
H 0.96387 0.36392 -8.18715 0.300
H 1.20546 -0.20815 -9.86777 0.349
H -0.02153 -1.92417 -8.96958 0.407
H -1.57323 -1.77974 -9.79890 0.397
H -2.03713 -2.58254 -7.57180 0.370
H -2.63570 -0.91939 -7.74281 0.185
H -0.48137 -0.25499 -6.72246 0.051
H -0.91418 -0.87685 -4.49244 0.288
H -2.11155 -2.02976 -5.06365 0.413
H -3.20616 -0.08011 -4.20693 0.354
H -3.51615 -0.08026 -5.92529 0.402
H -2.72638 1.52947 -7.21690 0.326
H -0.98418 1.71419 -6.83692 0.225
H -2.12012 2.98968 -6.42077 0.286